An isolated molecule of C6H12O, computed with ωB97M-V with the def2-TZVPD basis set.

Each line ends with the natural charge from an NBO analysis.
Atoms and positions in Å:
1 O 1.2805 0.3386 1.4057  -0.730
2 C -1.3532 1.1741 0.2311  -0.405
3 C -0.4823 -1.0669 0.4000  -0.432
4 C 0.7111 -0.0762 0.1619  0.247
5 C -1.7623 -0.2856 0.0407  -0.398
6 C 1.7800 -0.6438 -0.7768  -0.626
7 C 0.0351 1.1888 -0.4016  -0.413
8 H 1.3402 -1.4190 -1.4072  0.212
9 H -2.0084 -0.4440 -1.0178  0.192
10 H 0.6276 2.0796 -0.1749  0.226
11 H -0.0477 1.1126 -1.4938  0.197
12 H 2.6076 -1.1098 -0.2271  0.204
13 H 2.2011 0.1245 -1.4316  0.215
14 H -0.4041 -1.9883 -0.1886  0.204
15 H -2.6376 -0.5834 0.6282  0.211
16 H -1.2558 1.3906 1.3006  0.207
17 H -2.0557 1.8917 -0.2041  0.209
18 H -0.4844 -1.3559 1.4558  0.216
19 H 1.9083 -0.3276 1.6995  0.464

Force components x, y, z for each atom (eV/Å):
O 0.10 0.04 0.05
C -0.03 0.05 0.06
C 0.01 0.00 0.06
C -0.24 -0.06 -0.32
C -0.06 -0.02 -0.03
C 0.03 -0.09 -0.06
C 0.01 0.03 -0.04
H 0.08 0.10 -0.09
H 0.00 -0.02 0.14
H -0.02 -0.15 0.02
H -0.03 -0.07 0.13
H -0.16 0.06 -0.02
H 0.03 -0.02 0.18
H 0.11 0.18 0.10
H 0.18 0.03 -0.06
H -0.06 0.05 -0.09
H 0.11 -0.10 0.02
H -0.01 0.08 -0.10
H -0.05 -0.08 0.03

ΔE to the lowest compared entry with this formula, charge and spin in kcal per mole: 3.9
Largest force on an atom in eV Å⁻¹: 0.41
Spin multiplicity: 1
Total charge: 0

***

An isolated molecule of C6H12O, computed with ωB97M-V with the def2-TZVPD basis set.

Each line ends with the natural charge from an NBO analysis.
Atoms and positions in Å:
1 O -0.2278 1.5996 -0.6506  -0.724
2 C -0.3151 0.2436 -0.2032  0.200
3 C -1.5743 0.0869 0.6179  -0.183
4 C 2.2055 0.3352 -0.3222  -0.611
5 C 0.9959 0.0206 0.5599  -0.410
6 C -1.6969 -0.4049 1.8434  -0.393
7 C -0.4449 -0.7555 -1.3676  -0.631
8 H -2.4747 0.3718 0.0643  0.187
9 H 0.2871 -0.5670 -2.1574  0.220
10 H -2.6745 -0.5284 2.3007  0.203
11 H 2.3178 -0.3987 -1.1284  0.199
12 H -0.8320 -0.7051 2.4279  0.198
13 H 3.1347 0.3406 0.2548  0.209
14 H 0.9966 0.6779 1.4373  0.213
15 H 1.0456 -1.0130 0.9267  0.203
16 H -1.0723 1.8713 -1.0283  0.468
17 H 2.0750 1.3191 -0.7797  0.228
18 H -1.4478 -0.7210 -1.8102  0.206
19 H -0.2978 -1.7730 -0.9857  0.217

Force components x, y, z for each atom (eV/Å):
O -0.25 0.10 -0.29
C 0.03 -0.29 0.13
C -0.05 -0.09 0.18
C 0.06 -0.01 -0.05
C -0.04 -0.03 0.07
C 0.06 0.06 -0.10
C 0.01 -0.01 -0.10
H 0.09 -0.04 0.15
H -0.06 0.05 0.14
H 0.15 0.07 -0.03
H 0.01 0.10 0.15
H -0.10 -0.01 -0.07
H -0.14 -0.04 -0.03
H -0.02 -0.06 -0.12
H -0.07 0.17 -0.08
H 0.04 -0.08 0.02
H 0.13 -0.14 0.08
H 0.16 0.09 0.03
H -0.02 0.17 -0.08

ΔE to the lowest compared entry with this formula, charge and spin in kcal per mole: 21.0
Largest force on an atom in eV Å⁻¹: 0.40
Spin multiplicity: 1
Total charge: 0

***

A 2-piece molecular cluster, C6H12O overall at a distorted geometry, computed with ωB97M-V with the def2-TZVPD basis set.

Each line ends with the natural charge from an NBO analysis.
Atoms and positions in Å:
1 O -1.8821 -1.7148 0.6568  -0.926
2 C 0.6004 0.4837 1.6048  -0.250
3 C 0.5354 -0.0155 -2.1214  -0.662
4 C -1.4126 0.9060 -0.8105  -0.688
5 C 0.7396 -0.0420 0.3082  -0.285
6 C 1.5768 0.2000 2.5651  -0.384
7 C -0.0951 0.2886 -0.7941  0.045
8 H -2.1835 0.6179 -0.0172  0.264
9 H -0.9308 -1.5994 0.7018  0.471
10 H 0.9866 0.8697 -2.8506  0.235
11 H 1.4559 -0.5641 -2.0058  0.215
12 H 2.5511 -0.3625 2.2673  0.199
13 H 1.4229 0.5367 3.6003  0.204
14 H -1.9566 0.9723 -1.7220  0.232
15 H 1.7123 -0.6642 0.0372  0.209
16 H 0.0211 -0.9021 -2.6569  0.217
17 H -1.7755 -2.3473 -0.0581  0.456
18 H -0.0896 1.3314 1.7634  0.221
19 H -1.2763 2.0058 -0.4682  0.227

Force components x, y, z for each atom (eV/Å):
O 0.42 -0.80 -0.34
C 2.51 0.15 3.01
C 1.01 -0.91 -2.66
C -1.66 3.05 3.34
C -0.24 -0.06 -4.49
C -0.80 0.01 -1.65
C 3.43 -1.50 1.34
H 1.38 -0.35 -0.99
H 0.53 0.99 0.93
H -2.13 -1.92 1.78
H 0.73 0.06 0.78
H -2.12 0.73 0.74
H 0.49 0.03 -0.60
H 0.08 -0.30 -1.02
H -2.09 1.50 0.77
H -0.13 2.07 0.01
H -1.18 -0.51 -0.44
H -0.15 -1.03 0.25
H -0.07 -1.22 -0.78

ΔE to the lowest compared entry with this formula, charge and spin in kcal per mole: 77.4
Largest force on an atom in eV Å⁻¹: 4.82
Spin multiplicity: 1
Total charge: 0

***

A 2-piece molecular cluster, C6H12O overall at a distorted geometry, computed with ωB97M-V with the def2-TZVPD basis set.

Each line ends with the natural charge from an NBO analysis.
Atoms and positions in Å:
1 O 1.3167 -0.2401 3.1899  -0.920
2 C -0.4843 -0.1947 -0.1761  -0.249
3 C -1.7131 -0.1945 -0.8048  -0.131
4 C 0.6725 0.4071 -0.8575  -0.040
5 C 1.5511 1.2674 0.0172  -0.655
6 C -2.8316 -1.0304 -0.1998  -0.668
7 C 1.0136 0.1315 -2.1496  -0.376
8 H -2.1107 0.2651 -1.6301  0.203
9 H 0.5960 -0.7965 -2.7705  0.186
10 H -2.7474 -0.8221 0.8958  0.235
11 H -3.7340 -0.6827 -0.6806  0.206
12 H -0.2661 -0.9511 0.7488  0.214
13 H 2.1865 0.4248 3.1837  0.465
14 H 1.4992 0.8674 1.0546  0.214
15 H 2.6823 1.2986 -0.3213  0.208
16 H -2.7560 -2.0020 -0.6930  0.225
17 H 1.6136 -0.7563 2.3924  0.462
18 H 1.4530 2.3764 0.0352  0.234
19 H 1.8008 0.3806 -2.7106  0.186

Force components x, y, z for each atom (eV/Å):
O 4.36 1.96 -1.43
C -1.60 -1.69 -1.12
C 1.84 -2.32 4.26
C 1.33 0.34 -1.41
C 2.95 0.79 -0.08
C 0.78 1.16 -0.54
C -4.05 -3.98 1.55
H 0.55 1.77 -2.21
H -0.16 2.11 1.78
H -0.72 -1.29 -0.85
H -0.73 0.45 0.69
H -0.81 2.25 -2.10
H -3.52 -2.34 0.47
H 0.07 0.61 -0.69
H -2.00 -0.81 0.55
H 0.25 -0.61 1.19
H -0.78 0.27 1.09
H -1.10 -0.72 0.09
H 3.34 2.06 -1.23

ΔE to the lowest compared entry with this formula, charge and spin in kcal per mole: 89.6
Largest force on an atom in eV Å⁻¹: 5.88
Spin multiplicity: 1
Total charge: 0

***

A 2-piece molecular cluster, C6H12O overall, computed with ωB97M-V with the def2-TZVPD basis set.

Each line ends with the natural charge from an NBO analysis.
Atoms and positions in Å:
1 O -0.3701 0.0939 1.9327  -0.567
2 C -0.2035 1.0598 -1.0281  -0.380
3 C -0.7735 -0.2997 0.8571  0.622
4 C 1.5720 -0.0905 -0.4415  -0.399
5 C 1.3200 1.3201 -1.0382  -0.403
6 C -2.2428 -0.5871 0.6135  -0.724
7 C 0.0487 -0.3524 -0.4117  -0.332
8 H -0.7493 1.6733 -0.3079  0.209
9 H 1.1542 -1.4281 2.1992  0.024
10 H 2.1114 -0.7678 -1.1153  0.210
11 H 1.7230 1.4958 -2.0422  0.207
12 H -0.2851 -1.1716 -1.0527  0.218
13 H -0.7408 1.0858 -1.9822  0.210
14 H -2.8482 -0.0277 1.3314  0.237
15 H 1.5371 -2.0413 2.0198  -0.034
16 H 1.6319 2.1374 -0.3809  0.212
17 H 2.0646 -0.1273 0.5339  0.228
18 H -2.4294 -1.6637 0.7227  0.240
19 H -2.5202 -0.3088 -0.4096  0.221

Force components x, y, z for each atom (eV/Å):
O -0.07 -0.21 -0.50
C -0.20 0.17 -0.06
C 0.12 0.05 0.17
C 0.08 -0.07 0.10
C 0.07 0.13 -0.03
C -0.06 0.02 0.01
C -0.16 -0.11 -0.03
H 0.05 0.25 -0.26
H 0.14 -0.18 0.03
H -0.20 0.13 0.17
H 0.03 -0.11 0.28
H 0.00 0.02 0.12
H 0.25 -0.02 0.13
H 0.06 -0.21 -0.08
H 0.04 -0.06 0.07
H -0.06 -0.11 -0.18
H -0.15 0.16 -0.16
H 0.05 0.20 0.05
H 0.00 -0.06 0.19

ΔE to the lowest compared entry with this formula, charge and spin in kcal per mole: 47.1
Largest force on an atom in eV Å⁻¹: 0.55
Spin multiplicity: 1
Total charge: 0